Entry from OMol25: a molecular structure, C18H43Cl2F5OP2SnTe (ωB97M-V/def2-TZVPD).

The energy is -91747.988 eV. The value obtained for the energy above the lowest of the compared OMol25 structures with the same formula, charge and spin is 0.00 kcal/mol. The value obtained for the highest occupied orbital energy is -8.719 eV. Its total charge is 0.

Each line ends with the Mulliken charge.
Cartesian coordinates (Å):
Te  -0.352  2.772  3.073  1.8826
Sn  0.013  0.079  0.261  0.7018
Cl  0.058  -1.104  2.411  -0.5222
Cl  -0.091  0.824  -2.412  -0.4230
P  -2.512  -0.330  -0.259  -0.3029
P  2.518  0.493  -0.163  -0.3809
F  -0.653  3.659  4.706  -0.3348
F  -1.986  1.893  3.423  -0.3542
F  -1.309  4.210  2.331  -0.3853
F  0.542  1.483  4.154  -0.3916
F  1.213  3.838  2.952  -0.3959
O  -0.140  1.977  1.436  -0.9170
C  3.091  -0.845  -1.313  0.8152
C  -3.206  1.375  -0.513  0.7776
C  3.586  -0.866  2.085  -1.4734
C  -3.357  -1.288  1.077  0.6141
C  2.730  -2.290  -0.895  -1.4477
C  -1.844  -2.293  -2.274  -1.3721
C  1.778  3.204  -0.781  -1.1503
C  -2.858  2.375  0.574  -0.0915
C  -4.705  1.366  -0.744  -1.7421
C  -2.685  -2.656  1.280  -1.3379
C  -4.281  -1.806  -1.857  -1.7677
C  2.928  1.534  2.348  -0.9923
C  -3.462  -0.514  2.392  -1.3943
C  2.802  2.085  -1.053  0.7840
C  4.215  2.600  -0.795  -1.7745
C  4.594  -0.707  -1.610  -1.6043
C  -2.865  -1.217  -1.848  0.9761
C  3.521  0.499  1.396  0.5914
H  4.948  -1.600  -2.144  0.4818
H  2.511  -0.602  -2.230  0.4747
H  3.209  1.352  3.395  0.4964
H  -5.068  2.393  -0.637  0.4822
H  -2.507  -0.089  2.701  0.1108
H  -3.114  -3.127  2.175  0.5125
H  -2.570  3.352  0.160  0.4643
H  3.621  -2.832  -0.551  0.4479
H  -2.797  -0.396  -2.588  0.5003
H  -4.205  0.288  2.336  0.2210
H  1.972  -2.358  -0.103  0.2353
H  4.262  3.093  0.180  0.3195
H  4.813  0.164  -2.236  0.3314
H  -3.633  2.504  1.339  0.3822
H  -5.037  -1.144  -1.421  0.3969
H  -1.508  -2.913  -1.436  0.1961
H  4.073  -0.722  3.061  0.5345
H  4.535  0.825  1.098  0.6876
H  -2.839  -3.333  0.431  0.2387
H  0.206  -1.483  -0.630  -0.1556
H  2.681  1.797  -2.116  0.5893
H  -2.643  1.683  -1.420  0.4506
H  -1.613  -2.548  1.471  0.1111
H  3.191  2.565  2.092  0.1824
H  -4.303  -2.762  -1.323  0.3178
H  4.979  1.818  -0.830  0.3859
H  2.596  -1.282  2.283  0.0837
H  -2.314  -2.967  -3.009  0.4758
H  -3.772  -1.207  3.188  0.5301
H  -4.949  1.002  -1.740  0.3399
H  0.850  3.004  -1.322  0.2568
H  -5.208  0.760  0.016  0.3348
H  -4.575  -1.995  -2.898  0.4729
H  4.178  -1.580  1.507  0.2898
H  -0.971  -1.837  -2.751  0.2392
H  2.325  -2.822  -1.771  0.3659
H  2.183  4.163  -1.142  0.5070
H  1.847  1.415  2.307  -0.3011
H  4.461  3.340  -1.565  0.4674
H  1.545  3.314  0.280  0.0525
H  -4.386  -1.455  0.698  0.5275
H  5.178  -0.631  -0.681  0.3057
H  -1.975  1.984  1.071  -0.9306

Entry from OMol25: a molecular structure, C18H43Cl3N6NaO2PSb (ωB97M-V/def2-TZVPD).

The energy is -90208.073 eV. The value obtained for the highest occupied orbital energy is -10.518 eV. Its total charge is +1.

Each line ends with the Mulliken charge.
Cartesian coordinates (Å):
Sb  0.837  -2.196  -2.259  0.4955
Cl  -3.246  -2.572  3.622  -0.0856
Cl  -0.504  -2.649  4.581  -0.0941
Cl  -1.410  -4.590  2.615  -0.0709
P  -3.243  1.509  -1.039  0.3392
Na  -0.127  0.252  -0.551  1.1554
O  -1.785  1.463  -0.735  -1.1113
O  1.816  0.484  0.305  -0.7253
N  -3.572  2.833  -1.958  0.2899
N  -4.266  1.590  0.266  0.2924
N  3.659  1.704  0.779  -0.4158
N  -3.732  0.106  -1.783  0.8988
N  2.603  0.480  2.426  -0.3933
N  -0.842  -1.357  1.245  -0.1287
C  -2.922  -0.377  -2.894  -1.3496
C  -2.572  3.831  -2.300  -0.9966
C  0.166  -4.200  -4.640  -1.2918
C  -1.163  -2.029  2.114  -0.3614
C  2.974  -2.572  -2.354  0.3092
C  0.118  -3.842  -1.030  0.3078
C  -4.222  0.487  1.222  -1.0168
C  -4.885  3.030  -2.548  -1.0910
C  3.436  -3.770  -3.176  -1.3185
C  3.498  -2.632  -0.918  -1.1273
C  -1.568  -2.928  3.194  0.7140
C  0.733  -5.219  -1.251  -1.3778
C  -4.507  2.880  0.903  -0.9516
C  0.135  -2.727  -4.249  0.6149
C  0.885  -1.853  -5.254  -1.4906
C  -1.406  -3.880  -1.148  -1.0626
C  -5.117  -0.339  -1.864  -1.1433
C  2.651  0.872  1.126  0.5904
H  -1.648  3.616  -1.772  0.2490
H  -4.865  2.881  -3.631  0.2923
H  3.131  -3.520  -0.399  0.2315
H  1.171  -4.617  -4.589  0.2063
H  0.584  -5.578  -2.270  0.1871
H  3.004  -4.705  -2.816  0.1749
H  -5.605  2.338  -2.113  0.3298
H  3.363  -1.662  -2.819  0.4049
H  -1.720  -4.182  -2.150  0.2988
H  -4.575  3.664  0.154  0.2898
H  1.944  -2.115  -5.301  0.2694
H  -5.190  0.401  1.721  0.3207
H  1.936  -0.235  2.657  0.1762
H  -4.008  -0.449  0.711  0.2672
H  -2.919  4.829  -2.016  0.3041
H  -0.483  -4.805  -4.006  0.2418
H  3.195  -1.755  -0.341  0.0246
H  0.816  -0.791  -5.006  0.3479
H  -5.453  2.835  1.446  0.3409
H  -0.910  -2.399  -4.232  0.0545
H  0.474  -1.988  -6.258  0.4360
H  -5.578  -0.054  -2.816  0.3043
H  -1.857  -2.906  -0.934  0.0640
H  1.803  -5.226  -1.045  0.2766
H  4.524  -3.864  -3.108  0.4940
H  4.590  -2.681  -0.915  0.4922
H  -1.829  -4.604  -0.445  0.4215
H  3.184  -3.666  -4.231  0.2512
H  -2.375  3.833  -3.375  0.3026
H  -3.453  0.648  1.986  0.3488
H  -1.899  -0.017  -2.806  0.2383
H  -3.323  -0.047  -3.859  0.3116
H  -5.239  4.046  -2.354  0.3975
H  0.267  -5.947  -0.578  0.4478
H  -5.151  -1.428  -1.787  0.2927
H  -2.906  -1.470  -2.889  0.3807
H  0.371  -3.509  -0.019  0.3277
H  3.366  0.639  3.058  0.1871
H  -5.703  0.085  -1.053  0.4262
H  4.283  2.111  1.452  0.1732
H  3.667  2.058  -0.160  0.2238
H  -3.715  3.141  1.613  0.3018
H  -0.184  -4.315  -5.671  0.4854

Entry from OMol25: 5 unconnected molecules or ions with the total composition C18H43ClO10 (ωB97M-V/def2-TZVPD).

The energy is -52354.576 eV. The value obtained for the energy above the lowest of the compared OMol25 structures with the same formula, charge and spin is 0.00 kcal/mol. Its SMILES is COC(=O)Cl.COCCOC.COCCOC.COCCOC.COCCOC. The value obtained for the highest occupied orbital energy is -9.277 eV. Its total charge is 0.

Each line ends with the Mulliken charge.
Cartesian coordinates (Å):
Cl  0.291  -5.177  -0.648  -0.0894
O  -0.807  2.677  -2.879  -0.1519
O  0.411  3.851  -5.307  -0.3786
O  0.654  -7.848  -0.773  -0.4407
O  -0.648  0.210  2.411  -0.3873
O  4.091  -5.380  3.336  -0.3372
O  4.655  -4.650  6.147  -0.3801
O  2.322  -6.808  0.404  -0.2100
O  -3.592  5.752  -0.976  -0.3354
O  -6.167  5.116  -2.291  -0.4086
O  -0.238  -1.324  -0.085  -0.3522
C  -4.269  6.686  -0.146  -0.8149
C  4.751  -6.031  6.465  -0.6965
C  4.626  -4.129  3.768  -0.3651
C  -0.185  -0.100  -0.805  -0.8747
C  -5.969  6.217  -3.166  -0.7186
C  -0.185  3.692  -2.101  -0.7564
C  -4.220  4.471  -0.974  -0.4322
C  -0.761  3.039  -5.288  -0.7261
C  -1.532  3.211  -3.984  -0.2997
C  -5.033  4.252  -2.245  -0.4146
C  1.126  -6.772  -0.355  0.5860
C  0.644  -1.330  1.035  -0.2908
C  -2.041  0.246  2.136  -0.6724
C  5.465  -4.293  5.030  -0.5860
C  3.472  -6.352  -0.354  -0.6204
C  -0.115  -1.111  2.339  -0.4997
C  1.591  3.101  -5.054  -0.6043
C  2.716  -5.521  3.669  -0.6097
H  -5.025  6.731  -2.969  0.3156
H  -3.857  7.678  -0.342  0.2587
H  -2.340  1.290  2.020  0.2092
H  1.115  -2.318  1.065  0.2616
H  4.604  -6.660  5.583  0.2948
H  1.495  2.478  -4.161  0.1961
H  -4.104  6.439  0.906  0.3070
H  0.584  -1.218  3.175  0.3391
H  -5.998  5.876  -4.206  0.3153
H  2.525  -5.295  4.721  0.4218
H  -4.408  4.377  -3.136  0.2382
H  0.499  3.213  -1.398  0.2866
H  -1.393  3.373  -6.117  0.3843
H  2.412  3.803  -4.898  0.2396
H  3.829  -3.394  3.920  0.2466
H  -5.342  6.709  -0.356  0.3379
H  -0.942  4.243  -1.534  0.1634
H  1.827  2.476  -5.921  0.3295
H  -0.511  1.986  -5.459  0.3301
H  -1.007  -0.092  -1.524  0.2722
H  5.727  -6.244  6.912  0.3276
H  1.437  -0.584  0.914  0.2980
H  2.427  -6.557  3.481  0.2387
H  -1.787  4.263  -3.815  0.2836
H  -0.295  0.766  -0.148  0.3430
H  0.758  -0.033  -1.356  0.3851
H  -5.415  3.226  -2.244  0.3867
H  3.973  -6.269  7.193  0.2443
H  5.931  -3.332  5.269  0.3775
H  2.111  -4.870  3.031  0.1184
H  0.386  4.385  -2.724  0.3858
H  -2.598  -0.187  2.972  0.3348
H  -3.419  3.725  -0.937  0.3128
H  3.845  -7.085  -1.146  0.2890
H  -4.842  4.341  -0.083  0.3782
H  3.325  -5.337  -0.855  0.3202
H  6.265  -5.025  4.876  0.3302
H  -0.905  -1.860  2.463  0.3125
H  -6.787  6.925  -3.010  0.2576
H  4.330  -6.233  0.411  0.1640
H  -2.468  2.645  -4.053  0.3520
H  -2.285  -0.289  1.214  0.3024
H  5.271  -3.764  2.962  0.3773

Per-record max |F|, Eh/bohr: 0.0460 0.0095 0.1040